[1]
62
Properties=species:S:1:pos:R:3:forces:R:3 method="wB97M-V/def2-TZVPD" homo_ev=-2.767 total_charge=-2 de_lowest_ev=0.881 gap_ev=6.786
Rb -0.002 1.580 2.487 0.216 0.122 -0.505
Cl -1.065 -2.509 4.170 0.015 -0.019 -0.020
Cl -1.151 -0.911 7.021 0.017 0.053 0.006
Cl -3.448 -0.310 4.750 -0.087 0.020 0.001
S 3.928 -1.885 0.202 -0.019 0.254 0.142
Si -1.264 -0.465 4.884 -0.123 -0.276 0.309
O -0.511 4.216 2.431 -0.070 0.175 0.110
O -1.436 6.235 2.028 0.010 -0.013 0.018
N -1.552 -0.751 0.474 -0.013 0.065 0.119
N 3.891 0.539 2.940 0.190 -0.082 -0.125
N 3.173 1.617 3.268 -0.139 -0.021 -0.026
N -1.271 3.382 -0.059 0.055 -0.045 0.082
N 4.140 -0.689 -2.191 0.066 -0.106 -0.032
N 1.001 -1.019 -0.568 -0.166 -0.155 0.584
N 2.009 -0.884 -1.444 -0.051 0.293 -0.837
C 0.338 -3.097 -1.684 -0.131 0.058 -0.112
C -1.741 -3.125 0.451 0.066 -0.013 0.040
C -2.532 3.407 -3.546 0.006 -0.009 -0.013
C 3.245 -1.082 -1.182 0.128 -0.128 0.429
C -1.603 2.999 -1.328 0.036 -0.010 0.007
C -3.436 -1.818 1.503 -0.034 -0.018 -0.038
C -1.076 -1.946 0.114 -0.088 -0.071 -0.002
C -0.556 -4.452 -3.481 0.038 -0.028 -0.034
C -1.287 1.679 -1.735 0.027 0.040 0.025
C -1.527 4.608 0.320 -0.015 -0.049 -0.052
C -2.220 2.127 -3.916 0.023 -0.002 0.027
C 1.545 -3.782 -1.794 0.102 -0.036 0.052
C -2.506 5.188 -1.799 0.010 -0.020 0.019
C 0.168 -1.982 -0.706 0.162 0.030 -0.046
C -2.159 5.552 -0.537 -0.022 0.046 -0.050
C -2.698 -0.701 1.149 0.093 0.050 -0.015
C 3.698 2.043 4.408 0.055 -0.006 0.008
C 1.701 -4.786 -2.740 -0.049 -0.006 0.009
C -1.118 5.067 1.747 0.041 -0.081 -0.060
C -0.710 -3.448 -2.537 0.014 0.052 -0.005
C -2.930 -3.057 1.153 0.004 -0.028 -0.011
C -1.588 1.257 -2.999 -0.025 0.005 -0.026
C -2.226 3.872 -2.246 -0.023 -0.007 -0.005
C 4.864 0.272 3.827 -0.042 -0.015 0.054
C 0.654 -5.125 -3.587 -0.009 0.029 0.032
C 4.775 1.230 4.812 -0.043 0.097 -0.012
H -2.337 6.540 -0.138 0.004 -0.014 0.020
H -1.309 -4.081 0.187 -0.004 -0.002 -0.050
H 2.649 -5.305 -2.811 -0.003 0.006 -0.003
H -0.809 1.020 -1.021 -0.003 0.000 -0.024
H -1.654 -2.919 -2.467 -0.002 -0.002 0.031
H 5.389 1.334 5.690 -0.013 -0.036 -0.002
H 3.812 0.102 -2.725 -0.047 0.005 0.012
H -1.332 0.248 -3.302 0.014 0.007 0.006
H 5.073 -0.585 -1.829 0.002 0.030 0.007
H -4.354 -1.712 2.062 0.034 0.013 0.043
H 3.726 0.040 2.070 -0.115 -0.168 -0.088
H -3.446 -3.965 1.441 0.005 0.004 0.006
H 2.364 -3.529 -1.127 -0.029 -0.007 -0.003
H 5.520 -0.573 3.702 -0.014 0.025 -0.054
H -3.046 0.292 1.420 -0.016 -0.017 0.015
H 0.778 -5.908 -4.327 0.003 -0.003 0.010
H -2.450 1.778 -4.916 -0.006 0.004 0.005
H -3.010 4.084 -4.247 -0.003 0.004 0.013
H -1.378 -4.709 -4.139 -0.011 0.023 0.011
H -2.989 5.886 -2.476 -0.001 0.004 -0.004
H 3.286 2.915 4.891 -0.019 -0.020 0.001

[2]
10
Properties=species:S:1:pos:R:3:forces:R:3 method="wB97M-V/def2-TZVPD" homo_ev=-10.246 total_charge=0 de_lowest_ev=2.096 gap_ev=11.086
O 0.509 -0.990 1.376 0.095 0.202 -0.322
O -2.235 0.568 -1.145 0.133 -0.020 0.021
N -0.303 0.168 -0.447 -0.069 -0.125 0.164
N 1.963 -0.047 -0.107 0.047 0.026 0.069
C -1.587 0.001 -0.211 0.064 0.018 -0.005
C 0.723 -0.342 0.368 -0.054 -0.082 0.149
H -2.041 -0.523 0.627 0.083 0.048 -0.082
H 2.085 0.614 -0.856 -0.066 -0.108 0.105
H 2.749 -0.275 0.480 -0.125 0.018 -0.081
H -0.966 0.767 -1.446 -0.107 0.022 -0.019